Formula: C3HO3
Source: the Open Molecules 2025 dataset
Level of theory: wB97M-V/def2-TZVPD

Values from the calculation:
Total energy, Ha: -340.60272
HOMO energy, eV: -3.14
Orbital gap, eV: 7.32
SMILES: O=CC1=C([O-])O1

```
! RIJCOSX wB97M-V def2-TZVPD def2/J DEFGRID3
* xyz -1 1
C -0.069 -0.172 0.122
C -1.322 0.412 0.037
C 1.261 -0.292 0.015
O 2.089 -1.198 -0.019
O -2.036 1.376 -0.040
O -1.373 -0.934 0.054
H 1.449 0.809 -0.169
*
```

Formula: C3HO3
Source: the Open Molecules 2025 dataset
Level of theory: wB97M-V/def2-TZVPD

Values from the calculation:
Total energy, Ha: -340.66606
HOMO energy, eV: -4.12
Orbital gap, eV: 8.25
SMILES: O=C=CC(=O)[O-]

```
! RIJCOSX wB97M-V def2-TZVPD def2/J DEFGRID3
* xyz -1 1
C -0.478 1.372 -0.079
C -0.628 0.116 0.089
C 0.721 -0.989 0.085
O 1.361 -1.011 1.109
O -0.068 2.528 -0.029
O 0.598 -1.621 -0.936
H -1.506 -0.394 -0.239
*
```

Formula: C3HO3V
Source: the Open Molecules 2025 dataset
Level of theory: wB97M-V/def2-TZVPD

Values from the calculation:
<S²>: 3.798
Total energy, Ha: -1284.26755
HOMO energy (spin up / spin down), eV: -12.51 / -12.59
Orbital gap (spin up / spin down), eV: 6.62 / 6.89

```
! RIJCOSX wB97M-V def2-TZVPD def2/J DEFGRID3
* xyz 1 4
H -1.659 -0.069 1.902
O -3.034 -0.374 -0.846
C -2.188 -0.122 -0.070
C -1.284 0.078 0.882
O -0.064 0.601 0.727
C 3.031 -0.217 -1.021
O 3.898 -0.858 -1.323
V 1.300 0.961 -0.250
*
```

Formula: C3HO4P
Source: the Open Molecules 2025 dataset
Level of theory: wB97M-V/def2-TZVPD

Values from the calculation:
Total energy, Ha: -757.20913
HOMO energy, eV: -0.04
Orbital gap, eV: 6.82
SMILES: O=C=C=C([O-])[P@@H](=O)[O-]

```
! RIJCOSX wB97M-V def2-TZVPD def2/J DEFGRID3
* xyz -2 1
C 1.585 1.513 0.566
C 1.275 0.843 -0.889
C 1.216 1.262 1.746
O -0.897 -0.021 -2.429
O 0.611 -1.681 -1.196
O 1.091 1.453 2.982
O 2.043 1.070 -1.820
P -0.071 -0.352 -1.286
H -0.714 -0.399 -0.121
*
```

Formula: C3HOSc
Source: the Open Molecules 2025 dataset
Level of theory: wB97M-V/def2-TZVPD

Values from the calculation:
Total energy, Ha: -949.98831
HOMO energy (spin up / spin down), eV: -18.61 / -19.25
Orbital gap (spin up / spin down), eV: 7.67 / 8.66

```
! RIJCOSX wB97M-V def2-TZVPD def2/J DEFGRID3
* xyz 2 1
O -0.811 0.909 0.566
C 0.046 0.169 -0.001
C 0.908 -0.082 -1.041
C 1.056 -0.958 0.029
H 1.225 -2.037 0.108
Sc -2.424 1.998 0.339
*
```

Formula: C3I3N
Source: the Open Molecules 2025 dataset
Level of theory: wB97M-V/def2-TZVPD

Values from the calculation:
Total energy, Ha: -1061.87980
HOMO energy (spin up / spin down), eV: -8.15 / -8.15
Orbital gap (spin up / spin down), eV: 5.46 / 5.46

```
! RIJCOSX wB97M-V def2-TZVPD def2/J DEFGRID3
* xyz 0 1
C 1.036 -0.437 -0.675
C -0.249 -0.822 -0.505
C -2.927 1.713 0.164
N 2.075 -0.052 -1.078
I -0.554 -2.609 0.496
I -4.491 0.502 -0.397
I -1.042 0.988 0.657
*
```

Formula: C3INS
Source: the Open Molecules 2025 dataset
Level of theory: wB97M-V/def2-TZVPD

Values from the calculation:
Total energy, Ha: -864.72665
HOMO energy (spin up / spin down), eV: -8.43 / -8.43
Orbital gap (spin up / spin down), eV: 4.64 / 4.64

```
! RIJCOSX wB97M-V def2-TZVPD def2/J DEFGRID3
* xyz 0 1
C 0.471 -0.111 -0.001
C 1.707 -0.059 -0.025
C -0.928 -0.154 0.005
N -2.081 0.089 0.007
S -3.614 0.197 0.022
I 4.444 0.038 -0.007
*
```

Formula: C3LaO2
Source: the Open Molecules 2025 dataset
Level of theory: wB97M-V/def2-TZVPD

Values from the calculation:
<S²>: 0.788
Total energy, Ha: -295.94635
HOMO energy (spin up / spin down), eV: -5.79 / -6.04
Orbital gap (spin up / spin down), eV: 2.81 / 3.09

```
! RIJCOSX wB97M-V def2-TZVPD def2/J DEFGRID3
* xyz 0 2
O -0.076 -1.181 -0.049
C -2.075 -0.517 0.009
C -1.606 0.693 -0.004
O -0.225 0.979 -0.036
C 0.581 -0.117 -0.075
La 3.401 0.142 0.154
*
```

Formula: C3LiNdO6
Source: the Open Molecules 2025 dataset
Level of theory: wB97M-V/def2-TZVPD

Values from the calculation:
<S²>: 3.773
Total energy, Ha: -1134.19070
HOMO energy (spin up / spin down), eV: -17.24 / -17.27
Orbital gap (spin up / spin down), eV: 5.34 / 7.50

```
! RIJCOSX wB97M-V def2-TZVPD def2/J DEFGRID3
* xyz 2 4
C -0.786 1.189 0.254
O -0.571 2.396 0.259
C -1.848 0.496 1.174
O -1.965 -0.758 0.942
O -2.510 1.170 1.940
Li 0.304 2.219 -1.558
Nd -0.793 -1.911 -0.602
O -0.209 0.419 -0.619
O 3.772 -1.136 -0.708
O 1.776 -2.305 -0.540
C 2.830 -1.779 -0.543
*
```

Formula: C3LiO6Tl
Source: the Open Molecules 2025 dataset
Level of theory: wB97M-V/def2-TZVPD

Values from the calculation:
Total energy, Ha: -745.89118
HOMO energy, eV: -8.94
Orbital gap, eV: 8.29

```
! RIJCOSX wB97M-V def2-TZVPD def2/J DEFGRID3
* xyz 0 1
C -0.469 0.787 0.129
O -0.015 1.910 0.312
C -2.012 0.461 0.175
O -2.298 -0.721 -0.167
O -2.776 1.385 0.455
Tl 2.020 1.855 -0.692
Li -0.800 -1.793 -0.577
O 0.252 -0.219 -0.266
O 2.697 -0.281 0.211
O 1.538 -2.257 0.122
C 1.862 -1.128 0.298
*
```

Formula: C3NO2S
Source: the Open Molecules 2025 dataset
Level of theory: wB97M-V/def2-TZVPD

Values from the calculation:
Total energy, Ha: -717.75901
HOMO energy (spin up / spin down), eV: -2.70 / -2.71
Orbital gap (spin up / spin down), eV: 6.31 / 6.31

```
! RIJCOSX wB97M-V def2-TZVPD def2/J DEFGRID3
* xyz -1 1
C -0.863 0.052 1.224
C 0.464 0.104 1.049
C 0.535 -0.114 -1.422
N -2.026 -0.078 1.110
O 1.056 -1.151 -1.472
O 0.035 0.896 -1.697
S 1.718 0.676 1.925
*
```

Formula: C3O4Sn
Source: the Open Molecules 2025 dataset
Level of theory: wB97M-V/def2-TZVPD

Values from the calculation:
<S²>: 0.775
Total energy, Ha: -629.27253
HOMO energy (spin up / spin down), eV: -2.18 / -3.96
Orbital gap (spin up / spin down), eV: 4.81 / 6.59

```
! RIJCOSX wB97M-V def2-TZVPD def2/J DEFGRID3
* xyz -1 2
C -0.812 1.818 -0.906
C -0.015 2.834 -1.018
O 0.812 3.416 -1.882
O 1.483 2.414 0.272
Sn 1.269 4.526 -0.365
O 2.607 0.090 0.311
C 1.640 0.726 0.347
O -0.181 0.277 -0.319
*
```

Formula: C3O5S
Source: the Open Molecules 2025 dataset
Level of theory: wB97M-V/def2-TZVPD

Values from the calculation:
Total energy, Ha: -888.58884
HOMO energy (spin up / spin down), eV: 0.49 / 0.02
Orbital gap (spin up / spin down), eV: 5.87 / 6.34

```
! RIJCOSX wB97M-V def2-TZVPD def2/J DEFGRID3
* xyz -2 1
C 1.220 -0.525 1.737
C 0.406 -0.044 0.677
C 1.699 0.493 0.681
O 1.379 -1.247 2.700
O -2.150 1.492 -1.670
O 2.667 1.123 0.348
O -2.834 -0.708 -0.952
O -0.750 -0.701 -2.229
S -1.637 0.115 -1.291
*
```

Formula: C3ORh
Source: the Open Molecules 2025 dataset
Level of theory: wB97M-V/def2-TZVPD

Values from the calculation:
<S²>: 8.792
Total energy, Ha: -298.84274
HOMO energy (spin up / spin down), eV: -20.52 / -21.63
Orbital gap (spin up / spin down), eV: 8.02 / 6.39

```
! RIJCOSX wB97M-V def2-TZVPD def2/J DEFGRID3
* xyz 2 6
C 1.134 0.159 -0.423
C -0.413 0.849 -0.233
O 0.630 1.317 -0.992
C -0.262 -0.410 0.235
Rh -1.090 -1.915 1.412
*
```

Formula: C3OS4
Source: the Open Molecules 2025 dataset
Level of theory: wB97M-V/def2-TZVPD

Values from the calculation:
Total energy, Ha: -1782.23857
HOMO energy, eV: -9.30
Orbital gap, eV: 6.75
SMILES: S=C1OC(=S)C(=S)S1

```
! RIJCOSX wB97M-V def2-TZVPD def2/J DEFGRID3
* xyz 0 1
C 0.451 0.695 -1.243
C -0.623 -0.785 0.278
C 0.165 0.107 1.269
O -0.311 -0.397 -1.046
S 0.268 1.439 -2.754
S -1.497 -2.034 0.453
S 0.288 -0.211 2.863
S 1.258 1.186 0.181
*
```

Formula: C40H100N4O4
Source: the Open Molecules 2025 dataset
Level of theory: wB97M-V/def2-TZVPD

Values from the calculation:
Total energy, Ha: -2103.92517
HOMO energy, eV: -8.93
Orbital gap, eV: 9.61
SMILES: COC[C@H](C)N.COC[C@H](C)N.COC[C@H](C)N.COC[C@H](C)N.CCCCCC.CCCCCC.CCCCCC.CCCCCC

```
! RIJCOSX wB97M-V def2-TZVPD def2/J DEFGRID3
* xyz 0 1
C 3.385 2.399 -6.349
C 2.682 1.672 -5.199
C 2.745 2.357 -3.871
C 4.107 2.362 -3.160
C 4.113 3.331 -1.975
C 5.384 3.200 -1.142
H 2.991 3.416 -6.418
H 3.277 1.888 -7.304
H 4.460 2.485 -6.165
H 1.659 1.511 -5.554
H 3.114 0.666 -5.110
H 2.021 1.882 -3.205
H 2.404 3.398 -3.965
H 4.232 1.353 -2.758
H 4.892 2.652 -3.862
H 3.951 4.341 -2.350
H 3.293 2.986 -1.337
H 6.291 3.454 -1.698
H 5.411 3.885 -0.291
H 5.477 2.191 -0.739
C 7.393 2.658 2.129
C 6.731 1.271 2.187
C 6.399 0.674 3.543
C 5.431 1.483 4.405
C 3.995 1.542 3.857
C 2.962 1.908 4.906
H 8.343 2.637 2.666
H 6.782 3.432 2.600
H 7.574 2.963 1.099
H 5.894 1.163 1.487
H 7.460 0.635 1.669
H 7.311 0.701 4.157
H 6.167 -0.385 3.422
H 5.376 1.204 5.462
H 5.825 2.503 4.481
H 3.986 2.225 3.000
H 3.739 0.582 3.393
H 3.307 2.703 5.574
H 2.060 2.271 4.414
H 2.789 1.060 5.571
C -0.698 -1.667 -3.088
C 0.271 -0.588 -2.665
C 0.138 -0.183 -1.199
C 1.153 0.878 -0.783
C 0.981 1.392 0.649
C 1.248 0.310 1.684
H -0.619 -1.848 -4.163
H -1.747 -1.392 -2.950
H -0.527 -2.586 -2.517
H 1.266 -0.950 -2.941
H 0.019 0.261 -3.314
H 0.178 -1.082 -0.578
H -0.836 0.292 -1.028
H 2.151 0.452 -0.941
H 1.030 1.749 -1.430
H 1.705 2.189 0.864
H 0.005 1.856 0.787
H 0.506 -0.457 1.438
H 2.206 -0.200 1.588
H 1.044 0.655 2.698
C 1.673 -4.984 -3.560
C 1.844 -5.179 -2.045
C 2.851 -4.240 -1.397
C 2.736 -4.197 0.126
C 3.256 -2.892 0.719
C 3.305 -2.886 2.250
H 2.644 -4.891 -4.044
H 1.154 -4.029 -3.690
H 1.019 -5.714 -4.032
H 0.859 -5.069 -1.574
H 2.036 -6.224 -1.777
H 2.737 -3.231 -1.810
H 3.862 -4.549 -1.680
H 1.680 -4.288 0.402
H 3.275 -5.011 0.618
H 4.227 -2.669 0.264
H 2.610 -2.071 0.391
H 2.280 -2.963 2.630
H 3.774 -3.766 2.694
H 3.732 -1.968 2.649
C -6.036 -5.055 1.425
C -6.278 -4.515 0.011
C -5.066 -4.776 -0.906
O -4.002 -3.993 -0.402
C -2.829 -4.054 -1.156
N -7.529 -5.086 -0.486
H -5.898 -6.140 1.351
H -6.938 -4.844 1.998
H -5.150 -4.697 1.944
H -6.381 -3.432 0.082
H -5.292 -4.406 -1.917
H -4.830 -5.845 -0.983
H -2.100 -3.341 -0.758
H -3.007 -3.777 -2.202
H -2.293 -5.011 -1.094
H -7.302 -6.052 -0.734
H -7.721 -4.662 -1.394
C -3.641 1.028 -4.118
C -3.860 1.822 -2.837
C -3.798 0.914 -1.621
O -4.894 0.027 -1.624
C -4.848 -0.824 -0.479
N -2.862 2.886 -2.685
H -2.700 0.469 -4.070
H -3.465 1.689 -4.975
H -4.471 0.374 -4.383
H -4.828 2.332 -2.865
H -3.876 1.536 -0.719
H -2.832 0.400 -1.535
H -5.767 -1.400 -0.523
H -4.816 -0.197 0.415
H -3.966 -1.461 -0.541
H -1.966 2.406 -2.567
H -2.780 3.403 -3.553
C -1.494 3.737 2.399
C -2.213 4.179 1.130
C -1.789 5.592 0.688
O -0.396 5.737 0.583
C 0.005 7.093 0.606
N -1.955 3.208 0.058
H -1.822 4.319 3.264
H -0.433 3.949 2.244
H -1.615 2.698 2.700
H -3.292 4.232 1.292
H -2.228 6.308 1.397
H -2.290 5.787 -0.269
H -0.135 7.541 -0.383
H 1.076 7.106 0.818
H -0.498 7.664 1.390
H -2.481 3.468 -0.774
H -0.977 3.276 -0.210
C -6.072 -1.654 3.366
C -4.801 -2.156 4.067
C -3.585 -1.308 3.698
O -3.283 -1.371 2.314
C -2.104 -0.692 1.998
N -5.074 -2.144 5.489
H -6.837 -2.414 3.512
H -5.917 -1.510 2.295
H -6.368 -0.681 3.762
H -4.624 -3.180 3.742
H -2.699 -1.705 4.222
H -3.607 -0.263 4.038
H -1.256 -1.116 2.562
H -2.152 0.378 2.215
H -1.773 -0.896 0.979
H -5.337 -1.227 5.815
H -4.394 -2.593 6.080
*
```

Formula: C40H101N7O13
Source: the Open Molecules 2025 dataset
Level of theory: wB97M-V/def2-TZVPD

Values from the calculation:
<S²>: 0.755
Total energy, Ha: -2945.18535
HOMO energy (spin up / spin down), eV: -9.82 / -9.82
Orbital gap (spin up / spin down), eV: 7.66 / 2.75

```
! RIJCOSX wB97M-V def2-TZVPD def2/J DEFGRID3
* xyz 1 2
C 0.762 -0.977 0.757
C -0.638 -0.607 1.151
C -0.945 0.913 0.834
O -2.213 1.440 1.166
C -2.204 2.856 0.804
N -1.656 -1.555 0.591
H 1.092 -1.996 0.960
H 1.492 -0.298 1.197
H 0.933 -0.861 -0.314
H -0.679 -0.551 2.239
H -0.786 0.849 -0.243
H -0.171 1.463 1.368
H -3.230 3.206 0.693
H -1.836 3.025 -0.207
H -1.798 3.508 1.578
H -2.630 -1.342 0.752
H -1.629 -1.431 -0.411
C 10.490 0.790 -3.375
O 9.930 0.325 -2.098
C 9.084 1.216 -1.517
C 8.110 0.481 -0.535
N 7.165 -0.313 -1.264
C 6.467 -1.383 -0.549
C 5.503 -1.920 -1.638
O 4.428 -1.059 -1.882
C 3.392 -1.643 -2.627
H 9.720 1.122 -4.071
H 10.890 -0.069 -3.914
H 11.379 1.420 -3.380
H 8.357 1.658 -2.197
H 9.685 2.068 -1.198
H 7.498 1.113 0.108
H 8.675 -0.151 0.150
H 7.631 -0.646 -2.096
H 5.857 -1.048 0.291
H 7.093 -2.103 -0.022
H 5.027 -2.769 -1.148
H 6.031 -2.260 -2.529
H 2.716 -0.841 -2.925
H 2.845 -2.382 -2.042
H 3.825 -2.254 -3.419
C -0.671 8.964 1.901
O -0.562 8.089 0.748
C -0.142 6.761 1.015
C 0.389 6.133 -0.343
N -0.803 5.799 -1.224
C -0.426 5.205 -2.494
C 0.268 3.856 -2.518
O -0.184 3.308 -3.723
C 0.377 2.036 -4.050
H -0.151 9.905 1.724
H -0.200 8.447 2.738
H -1.684 9.242 2.192
H -0.826 6.052 1.482
H 0.760 6.820 1.624
H 0.913 5.185 -0.227
H 1.152 6.690 -0.887
H -1.420 6.595 -1.305
H 0.282 5.855 -3.007
H -1.369 5.114 -3.034
H 0.026 3.189 -1.691
H 1.314 4.154 -2.592
H -0.108 1.246 -3.476
H 1.412 1.930 -3.726
H 0.330 1.747 -5.100
C -2.787 -0.921 7.115
O -3.381 -0.519 5.955
C -3.806 -1.498 4.983
C -4.515 -0.829 3.754
N -5.455 0.239 4.149
C -5.874 0.983 2.976
C -4.859 2.198 2.939
O -5.192 3.100 3.958
C -4.056 3.839 4.471
H -1.762 -1.195 6.865
H -3.373 -1.690 7.619
H -2.538 -0.098 7.785
H -4.635 -1.963 5.516
H -3.042 -2.203 4.654
H -4.914 -1.541 3.031
H -3.666 -0.470 3.172
H -5.147 0.693 4.997
H -6.908 1.303 3.105
H -5.973 0.327 2.110
H -5.082 2.670 1.982
H -3.891 1.712 3.062
H -3.279 3.347 5.056
H -4.541 4.403 5.268
H -3.683 4.514 3.700
C 3.743 1.828 -0.027
O 3.341 1.449 1.214
C 4.060 0.390 1.863
C 3.748 0.340 3.443
N 2.496 -0.220 3.824
C 2.436 -1.701 3.720
C 2.237 -2.370 5.101
O 2.923 -3.628 5.133
C 4.351 -3.804 5.462
H 3.374 2.791 -0.379
H 3.254 1.190 -0.763
H 4.806 1.852 -0.266
H 5.140 0.302 1.746
H 3.675 -0.560 1.493
H 3.773 1.362 3.823
H 4.569 -0.118 3.995
H 1.725 0.309 3.442
H 3.346 -2.097 3.269
H 1.516 -1.996 3.217
H 1.181 -2.466 5.352
H 2.699 -1.801 5.908
H 4.693 -4.836 5.535
H 4.315 -3.589 6.530
H 5.129 -3.245 4.942
C -2.891 -8.293 -5.177
O -1.571 -7.734 -5.342
C -0.582 -8.190 -4.501
C -0.371 -7.395 -3.169
N 0.760 -7.832 -2.370
C 1.093 -6.876 -1.299
C 1.876 -5.590 -1.756
O 1.128 -4.615 -2.467
C -0.213 -4.194 -2.053
H -2.954 -9.245 -4.650
H -3.553 -8.235 -6.041
H -3.533 -7.712 -4.514
H 0.404 -8.080 -4.953
H -0.616 -9.260 -4.297
H -1.300 -7.428 -2.600
H -0.226 -6.356 -3.465
H 1.544 -8.084 -2.955
H 1.801 -7.417 -0.672
H 0.215 -6.662 -0.689
H 2.767 -5.906 -2.298
H 2.273 -5.100 -0.867
H -0.557 -3.367 -2.674
H -0.207 -3.920 -0.998
H -0.883 -5.048 -2.149
C -6.244 4.038 -2.241
O -5.721 3.860 -3.543
C -4.365 3.583 -3.704
C -3.822 2.302 -2.915
N -4.499 1.096 -3.333
C -4.402 -0.169 -2.512
C -5.144 -0.238 -1.237
O -6.420 0.507 -1.360
C -7.545 -0.255 -1.705
H -5.628 4.638 -1.571
H -6.638 3.248 -1.600
H -7.246 4.453 -2.351
H -3.788 4.468 -3.436
H -4.303 3.365 -4.770
H -3.802 2.496 -1.842
H -2.750 2.237 -3.104
H -5.461 1.370 -3.479
H -3.329 -0.198 -2.322
H -4.759 -1.046 -3.052
H -4.475 0.227 -0.512
H -5.184 -1.300 -0.995
H -7.271 -1.068 -2.378
H -8.205 0.460 -2.196
H -7.920 -0.629 -0.752
*
```